Here is C28H34N6O4 in the gas phase from the Open Molecules 2025 dataset. Energies are from ωB97M-V/def2-TZVPD.

XYZ file:
```
72
Properties=species:S:1:pos:R:3:forces:R:3
C -4.834989 -0.127534 1.348266 0.230 -0.012 -0.109
C -3.531414 -0.309123 0.580902 -0.095 -0.062 0.087
C -2.562898 -1.350843 1.172634 -0.246 -0.002 -0.130
C -2.164341 -0.997863 2.603670 -0.048 -0.055 -0.263
C -3.148647 -2.764367 1.120801 0.032 0.170 -0.029
N -1.334958 -1.329982 0.372780 -0.009 0.039 0.333
C -1.254466 -1.601631 -0.935053 0.475 0.003 0.050
O -2.185260 -1.896309 -1.658261 -0.298 -0.122 -0.356
C 0.188126 -1.563120 -1.476797 0.066 -0.371 -0.192
C 1.102102 -2.369102 -0.609665 0.151 0.293 0.086
C 1.874074 -1.982477 0.460981 -0.102 0.115 -0.203
C 2.514865 -3.135570 0.948530 0.037 -0.188 0.050
C 2.103911 -4.181237 0.167517 0.303 -0.260 0.327
N 1.243923 -3.714586 -0.773818 -0.049 0.219 0.099
C 0.617383 -4.503009 -1.796881 -0.196 -0.163 -0.408
N 0.667211 -0.184345 -1.605171 -0.440 -0.208 0.351
C 1.783594 -0.025928 -2.346144 0.290 0.454 -0.184
O 2.390306 -0.959021 -2.831440 0.095 -0.102 -0.183
C 2.271281 1.418284 -2.520586 0.041 -0.144 -0.526
N 2.710384 1.962842 -1.271849 0.480 -0.195 0.539
N 2.257745 3.130015 -0.804346 -0.624 0.441 -0.671
N 2.790679 3.400640 0.316144 0.009 0.552 0.485
C 3.644168 2.391330 0.653113 0.209 -1.004 -0.755
C 4.454320 2.184990 1.770313 -0.100 0.063 -0.078
C 5.185823 1.022448 1.804040 0.064 0.059 0.224
C 5.129878 0.077093 0.767583 -0.022 -0.057 -0.132
C 4.342628 0.258133 -0.345367 0.091 -0.151 -0.113
C 3.597165 1.431198 -0.386227 0.101 0.633 0.701
C -0.198419 0.893513 -1.261385 -0.031 0.338 -0.129
C -1.121334 1.338980 -2.191099 0.209 -0.033 0.343
C -1.988377 2.379893 -1.912111 -0.291 0.326 -0.009
C -1.928702 2.995132 -0.667974 0.161 -0.210 -0.032
O -2.723116 4.016570 -0.263331 0.267 -0.160 0.177
C -3.675947 4.527200 -1.166163 -0.176 0.086 -0.162
C -1.007059 2.549657 0.281246 0.036 0.040 0.140
C -0.145894 1.502977 0.004721 -0.138 0.011 -0.097
O 0.746006 0.993142 0.895164 -0.228 -0.019 -0.565
C 0.869672 1.614472 2.156466 -0.004 0.187 0.373
H -5.396316 -1.056305 1.397259 -0.133 -0.088 0.052
H -4.653945 0.227074 2.359649 -0.066 0.040 0.148
H -5.451275 0.610428 0.839994 -0.112 0.056 0.009
H -3.006657 0.648758 0.534206 0.053 -0.022 -0.032
H -3.755850 -0.611094 -0.442579 0.061 0.054 -0.005
H -1.835632 0.037118 2.662027 0.065 0.172 0.035
H -1.356110 -1.644923 2.939309 0.093 -0.084 0.068
H -3.006395 -1.131832 3.275774 -0.068 0.004 0.070
H -2.407549 -3.483432 1.464144 0.062 -0.078 0.067
H -3.426913 -3.009285 0.099886 -0.047 -0.065 -0.060
H -4.025380 -2.840436 1.756311 -0.125 -0.029 0.100
H -0.471221 -1.114473 0.851049 0.014 -0.117 -0.028
H 0.165034 -1.998887 -2.485522 -0.135 0.053 0.245
H 1.991008 -0.983346 0.829755 -0.019 0.212 -0.015
H 3.196072 -3.183633 1.774807 0.139 -0.078 0.145
H 2.361891 -5.221143 0.213918 0.006 -0.198 -0.044
H 0.817950 -5.556241 -1.607790 -0.017 0.056 0.006
H 1.015080 -4.241506 -2.781130 -0.035 -0.043 0.033
H -0.462768 -4.342376 -1.801117 0.043 -0.056 -0.015
H 1.475280 2.063724 -2.898441 0.142 -0.037 0.059
H 3.102903 1.395750 -3.234479 -0.197 -0.047 0.109
H 4.492758 2.913309 2.564420 0.030 0.079 0.108
H 5.824737 0.821158 2.651503 0.045 0.002 0.065
H 5.722524 -0.821252 0.852128 0.042 -0.088 -0.013
H 4.290802 -0.473045 -1.135612 0.005 -0.132 -0.068
H -1.162503 0.851893 -3.153762 -0.001 -0.091 -0.093
H -2.693534 2.692508 -2.663596 -0.094 0.064 -0.055
H -3.199899 4.932377 -2.064075 -0.012 -0.029 0.026
H -4.183443 5.330131 -0.634230 0.009 -0.053 -0.080
H -4.406142 3.763716 -1.452149 0.037 0.024 0.002
H -0.993354 3.058469 1.229933 0.042 0.041 0.150
H 1.658289 1.069503 2.673834 -0.047 0.051 -0.001
H -0.059678 1.541810 2.729287 0.014 -0.015 -0.029
H 1.160779 2.663010 2.054117 -0.040 -0.071 0.003
```
Forces are in eV/Å.

Summary:
net charge: 0
SMILES: CCC(C)(C)NC(=O)[C@H](c1cccn1C)N(C(=O)Cn1nnc2ccccc21)c1ccc(OC)cc1OC
HOMO: -7.93 eV

Here is a molecular structure, C7H11NP from the Open Molecules 2025 dataset. Energies are from ωB97M-V/def2-TZVPD.

XYZ file:
```
20
Properties=species:S:1:pos:R:3:forces:R:3
C -3.419914 -0.727727 -0.565239 0.575 0.271 0.080
C -0.243288 0.621750 -0.033390 0.194 0.432 -0.029
C -1.015752 -0.662152 -0.206818 1.209 -0.451 0.286
C 1.115135 0.779301 -0.160161 -0.656 -0.126 0.035
C -0.919382 -1.601326 0.996652 -0.070 0.030 -0.045
C 1.745154 2.101066 0.026107 0.085 0.200 0.047
C 1.992022 -0.359533 -0.518427 0.100 -0.280 -0.082
N -2.384011 -0.173177 -0.305194 -0.643 0.903 0.110
P -1.396944 1.904743 0.288756 -0.269 -1.398 -0.419
H -4.455505 -0.487003 -0.632492 -0.641 0.091 -0.065
H -0.749223 -1.206029 -1.122621 -0.114 0.191 0.061
H -1.223992 -1.084335 1.904979 0.001 0.043 0.031
H 0.098168 -1.957230 1.124541 0.062 0.004 -0.016
H -1.565605 -2.463141 0.848157 -0.028 -0.069 -0.023
H 2.519040 2.040561 0.793677 -0.031 0.064 0.083
H 1.024676 2.870882 0.304464 0.048 0.155 0.044
H 2.251695 2.407829 -0.890868 0.000 0.031 -0.065
H 3.037316 -0.066499 -0.555103 0.031 -0.020 -0.007
H 1.710213 -0.764135 -1.493410 0.035 -0.015 -0.071
H 1.880205 -1.173841 0.196382 0.112 -0.057 0.044
```
Forces are in eV/Å.

Summary:
net charge: +1
HOMO (alpha / beta): -12.82 / -12.14 eV

- Among the records above, which one has the highest net charge?
  C7H11NP

- Which of these has the lowest net charge?
  C28H34N6O4